DFT (ωB97M-V with the def2-TZVPD basis set) results for a structure of composition C4H16N2O in a non-equilibrium geometry.

Each line ends with the natural charge from an NBO analysis.
CARTESIAN COORDINATES (ANGSTROEM)
C 0.40035 2.07055 -1.49692  -0.69
C 0.64118 0.65134 -1.07077  0.18
C 1.03458 0.39656 0.34543  -0.49
C -0.37047 0.46171 1.04400  -0.24
N -1.17652 -0.79783 0.83972  -0.71
N 2.14968 0.01876 -2.04398  -0.83
H -0.46411 2.11086 -2.15113  0.27
H 0.29114 2.72989 -0.64458  0.26
H 1.26585 2.38258 -2.08265  0.27
H 0.07151 -0.08470 -1.62498  0.21
H 1.69545 1.16528 0.74606  0.28
H 1.47528 -0.51820 0.74346  0.26
H -0.17199 0.48893 2.11658  0.26
H -0.99934 1.34079 0.92405  0.26
H -0.80832 -1.62817 0.35772  0.45
H -1.30599 -1.19687 1.78376  0.49
H -2.08654 -0.68638 0.38474  0.46
H 2.47288 0.75881 -2.67298  0.43
H 1.70181 -0.64695 -2.68189  0.41
H 3.01152 -0.51698 -1.87607  0.45
H -3.23927 -3.40794 2.65485  0.50
H -3.05246 -2.32620 3.55098  0.49
O -2.53623 -2.76583 2.85459  -0.98

Kohn-Sham gap, eV: 10.545
E_HOMO, eV: -18.2
E_tot, eV: -9417.4427
ΔE to the lowest compared entry with this formula, charge and spin, eV: 1.868
Molar mass, g/mol: 108.18
Net charge: +2
Strongest force on any atom, eV/Å: 3.7